# 1
{
  "formula": "CH2OS2",
  "method": "ωB97M-V/def2-TZVPD",
  "homo_ha": [-0.33381, -0.31962],
  "smiles": "C=S.O=S",
  "multiplicity": 1,
  "molar_mass_da": 94.16,
  "gap_ev": [7.65, 7.25],
  "e_above_lowest_ev": 3.052,
  "elements": ["H", "S", "C", "H", "O", "S"],
  "xyz": [[0.415, -1.921, 0.737], [-0.899, 0.029, 0.455], [0.143, -0.973, 1.177], [0.618, -0.694, 2.106], [0.579, 1.932, -2.264], [-0.856, 1.627, -2.212]],
  "forces_ev_per_a": [[0.040, -0.205, -0.007], [0.345, -0.624, 0.541], [-0.556, 0.735, -0.493], [0.137, -0.049, 0.186], [0.647, 0.141, -0.025], [-0.613, 0.002, -0.201]],
  "nbo_charge": [0.192, 0.062, -0.454, 0.192, -0.696, 0.704]
}

=====

# 2
{
  "formula": "CH2OS2",
  "method": "ωB97M-V/def2-TZVPD",
  "homo_ha": -0.31197,
  "multiplicity": 1,
  "molar_mass_da": 94.16,
  "gap_ev": 7.69,
  "e_above_lowest_ev": 2.888,
  "elements": ["S", "S", "C", "H", "O", "H"],
  "xyz": [[-1.845, 1.279, -0.060], [-1.718, -1.365, -0.036], [-0.442, 0.019, 0.278], [0.178, -0.145, -0.669], [-2.871, -0.125, 0.098], [0.121, 0.208, 1.264]],
  "forces_ev_per_a": [[0.647, -2.261, 0.335], [0.600, 1.554, 0.913], [-0.085, -0.112, -1.411], [-0.210, 0.918, 1.817], [0.066, 0.630, -0.072], [-1.019, -0.729, -1.581]],
  "nbo_charge": [0.487, 0.503, -0.674, 0.237, -0.790, 0.238]
}

=====

# 3
{
  "formula": "CH2P2S2",
  "method": "ωB97M-V/def2-TZVPD",
  "homo_ha": -0.31821,
  "multiplicity": 1,
  "molar_mass_da": 140.11,
  "gap_ev": 7.02,
  "e_above_lowest_ev": 0.912,
  "elements": ["P", "C", "H", "H", "S", "P", "S"],
  "xyz": [[-1.072, -0.580, 0.868], [0.956, -0.105, -0.089], [1.474, -0.956, -0.416], [1.434, 0.233, 0.766], [-0.669, 2.247, 0.273], [-0.078, 0.887, -1.072], [-2.046, -1.725, -0.331]],
  "forces_ev_per_a": [[0.967, 0.046, -1.070], [-1.967, -0.281, -0.135], [0.189, -1.369, -1.044], [0.581, 1.217, 1.685], [-0.189, -0.697, -0.433], [0.262, 0.752, 0.432], [0.158, 0.332, 0.565]],
  "nbo_charge": [0.609, -0.954, 0.232, 0.235, -0.447, 0.709, -0.383]
}

=====

# 4
{
  "formula": "CH2S2",
  "method": "ωB97M-V/def2-TZVPD",
  "homo_ha": [-0.33318, -0.33707],
  "multiplicity": 1,
  "molar_mass_da": 78.16,
  "gap_ev": [7.91, 7.33],
  "e_above_lowest_ev": 3.287,
  "elements": ["H", "S", "H", "C", "S"],
  "xyz": [[-2.537, 0.390, -0.180], [2.042, 0.071, 0.497], [0.443, -0.899, -0.967], [0.604, -0.137, -0.211], [-0.552, 0.575, 0.861]],
  "forces_ev_per_a": [[2.104, 0.158, 1.035], [0.669, 0.189, -0.284], [-0.454, 0.512, -0.348], [-0.351, -0.426, 1.654], [-1.968, -0.433, -2.057]],
  "nbo_charge": [0.017, 0.093, 0.231, -0.504, 0.164]
}

=====

# 5
{
  "formula": "CH2S3",
  "method": "ωB97M-V/def2-TZVPD",
  "homo_ha": -0.35104,
  "multiplicity": 1,
  "molar_mass_da": 110.23,
  "gap_ev": 9.23,
  "e_above_lowest_ev": 2.442,
  "elements": ["H", "S", "H", "S", "C", "S"],
  "xyz": [[-0.465, -0.069, -2.385], [-2.810, 0.060, -1.844], [-0.902, -1.687, 0.129], [0.597, -0.222, -1.622], [-3.096, -1.440, -1.819], [-0.361, -0.329, 0.233]],
  "forces_ev_per_a": [[-0.438, 0.148, -0.388], [-0.693, -0.348, -0.121], [0.942, 2.118, 0.183], [0.585, -0.248, 1.033], [-0.030, 0.374, -0.087], [-0.366, -2.044, -0.621]],
  "nbo_charge": [0.100, 0.172, 0.158, -0.104, -0.170, -0.156]
}

=====

# 6
{
  "formula": "CH2S3",
  "method": "ωB97M-V/def2-TZVPD",
  "homo_ha": -0.32346,
  "multiplicity": 1,
  "molar_mass_da": 110.23,
  "gap_ev": 8.23,
  "e_above_lowest_ev": 0.569,
  "elements": ["H", "C", "S", "S", "H", "S"],
  "xyz": [[2.000, 1.092, 0.361], [0.034, 0.047, 0.093], [-0.828, -1.477, -0.054], [-0.863, 1.406, -0.088], [-2.020, -0.912, -0.198], [1.677, -0.156, -0.114]],
  "forces_ev_per_a": [[-0.074, -0.660, -0.460], [-2.951, 0.213, -1.453], [0.531, -0.772, 0.467], [0.542, 0.501, 0.725], [-0.235, 0.127, -0.053], [2.188, 0.591, 0.773]],
  "nbo_charge": [0.158, -0.552, 0.096, -0.023, 0.153, 0.167]
}

=====

# 7
{
  "formula": "CH38NO18",
  "method": "ωB97M-V/def2-TZVPD",
  "homo_ha": -0.21777,
  "multiplicity": 1,
  "molar_mass_da": 352.30,
  "gap_ev": 8.26,
  "total_charge": -1,
  "e_above_lowest_ev": 0.077,
  "elements": ["O", "H", "H", "H", "C", "H", "H", "O", "O", "O", "O", "H", "H", "H", "H", "H", "H", "H", "H", "H", "H", "H", "H", "H", "H", "H", "H", "O", "O", "O", "O", "O", "H", "H", "H", "H", "H", "N", "H", "H", "O", "O", "H", "H", "H", "H", "H", "O", "H", "H", "H", "O", "O", "O", "O", "H", "O", "H"],
  "xyz": [[2.718, -0.180, 3.905], [-0.044, -1.420, 0.645], [0.604, 0.644, -3.532], [-2.419, -0.452, 2.249], [0.791, 0.165, 0.005], [-1.673, -1.321, -2.530], [-0.677, 2.511, -2.087], [-1.008, 3.355, -1.749], [-2.364, 0.773, 1.070], [3.191, -3.229, -0.828], [-1.132, 0.973, 3.626], [2.801, -0.481, -3.033], [3.305, -2.934, -1.732], [-0.485, -4.371, 1.385], [1.612, -1.307, -2.724], [-1.722, -1.819, 2.271], [4.575, 0.217, 0.403], [2.187, -3.210, -0.697], [0.577, -0.421, 1.928], [2.283, 1.158, 3.155], [0.162, -0.151, -4.584], [0.169, -3.364, -1.621], [-3.446, -1.240, 0.118], [-0.820, -3.253, 0.501], [4.328, -1.400, 0.450], [-1.673, 0.163, 3.618], [1.805, -0.421, 3.827], [-2.143, -0.867, -3.216], [1.934, -0.666, -3.385], [-0.155, 0.671, -4.202], [-0.748, -3.453, 1.467], [2.096, 2.539, -2.433], [0.126, 1.082, -0.340], [-1.975, 0.935, 0.216], [-0.503, 1.026, 2.895], [-2.748, 0.915, -2.665], [1.555, 1.830, -2.113], [0.040, -0.488, 1.052], [-0.801, 4.007, 1.940], [1.826, 0.267, 0.274], [0.535, -2.861, -0.898], [4.131, -0.515, 0.810], [1.765, 3.484, -2.398], [-4.471, -0.790, 1.085], [-1.783, 2.952, 2.692], [-2.410, 0.019, -1.564], [-3.174, 1.238, 1.192], [-2.329, 0.943, -1.728], [-1.775, 3.167, -1.206], [0.788, -1.610, -1.007], [2.245, 1.900, 1.822], [-4.144, -0.578, 0.207], [1.702, 1.758, 2.588], [0.716, -0.533, -1.230], [-1.604, 3.855, 2.414], [3.359, -0.565, 3.259], [-2.281, -1.244, 2.836], [-1.566, -0.063, -3.489]],
  "forces_ev_per_a": [[2.250, 0.133, 0.548], [0.107, -0.231, 1.280], [-1.326, 0.539, -0.667], [0.374, -0.769, -0.019], [-2.659, 1.721, -2.445], [0.907, -0.321, 0.354], [-0.574, 0.066, 0.261], [0.638, 0.588, -0.282], [1.393, 0.281, 1.588], [-0.429, 0.002, 0.492], [0.083, 1.071, 1.210], [0.502, 0.440, 0.015], [-0.012, -0.004, -0.186], [0.175, -0.228, 0.472], [-0.279, 0.638, -0.143], [-0.256, 0.215, 0.671], [0.576, -0.081, -0.708], [0.620, 0.076, -0.287], [-0.451, -0.722, -0.715], [-0.839, 0.997, -0.603], [-0.411, -0.350, -0.825], [-0.062, -0.043, -0.486], [0.010, 0.239, -0.050], [0.616, 0.281, 0.592], [-0.012, 0.809, -0.383], [0.946, 0.079, -0.452], [-0.503, -0.925, -0.549], [0.019, 0.270, -2.209], [0.520, -1.111, -0.583], [1.409, 0.081, 1.190], [-0.658, -0.119, -0.906], [1.344, 2.047, -0.848], [2.114, -0.470, 1.304], [-0.201, 0.341, -0.429], [-0.442, -0.455, -0.082], [0.903, 0.580, 2.624], [-1.011, 0.175, 0.676], [0.696, -0.407, -0.219], [0.745, -0.807, -0.243], [0.468, 0.880, 0.191], [0.089, -1.294, 0.689], [-0.728, -0.850, 1.174], [-0.281, -2.407, 0.389], [-0.187, 0.008, 0.239], [0.939, -0.401, -0.201], [-0.133, -0.817, 0.495], [-0.759, 0.702, -0.686], [-1.329, 2.048, -1.830], [0.002, -0.420, -0.030], [-0.667, 0.814, -0.854], [0.170, 0.220, -0.742], [-1.049, -1.169, -0.555], [0.347, -0.398, 0.927], [0.181, -0.350, 1.362], [-1.627, 1.071, 0.507], [-1.514, -0.010, 0.346], [-0.513, -0.235, -0.861], [-0.231, -2.017, 0.483]],
  "nbo_charge": [-0.960, 0.387, 0.511, 0.502, 0.097, 0.471, 0.483, -0.967, -0.958, -1.016, -1.016, 0.475, 0.451, 0.471, 0.504, 0.502, 0.480, 0.519, 0.358, 0.484, 0.480, 0.453, 0.466, 0.498, 0.512, 0.495, 0.501, -1.011, -0.969, -0.968, -0.979, -0.991, 0.120, 0.509, 0.495, 0.495, 0.491, -0.905, 0.479, 0.156, -1.197, -0.990, 0.500, 0.468, 0.507, 0.478, 0.477, -0.982, 0.485, 0.480, 0.460, -0.934, -0.993, -0.880, -0.991, 0.514, -1.017, 0.509]
}

=====

# 8
{
  "formula": "CH3AlFO",
  "method": "ωB97M-V/def2-TZVPD",
  "homo_ha": -0.62102,
  "multiplicity": 1,
  "molar_mass_da": 77.01,
  "gap_ev": 7.36,
  "total_charge": 1,
  "e_above_lowest_ev": 0.055,
  "elements": ["O", "F", "H", "Al", "H", "H", "C"],
  "xyz": [[-0.049, 0.235, 0.690], [-1.719, -2.016, 1.847], [1.625, 0.978, -0.301], [-1.267, -1.017, 0.348], [0.836, -0.262, -1.072], [-0.015, 1.442, -0.959], [0.589, 0.640, -0.553]],
  "forces_ev_per_a": [[-2.485, -2.234, -1.204], [0.632, 2.099, -4.308], [-1.025, 0.307, 0.058], [0.990, -0.499, 6.351], [-0.334, -0.197, -1.415], [0.298, -0.174, -0.798], [1.924, 0.698, 1.316]],
  "nbo_charge": [-0.863, -0.692, 0.240, 2.237, 0.173, 0.216, -0.312]
}

=====

# 9
{
  "formula": "CH3Br2ClP",
  "method": "ωB97M-V/def2-TZVPD",
  "homo_ha": -0.58730,
  "multiplicity": 1,
  "molar_mass_da": 241.27,
  "gap_ev": 9.59,
  "total_charge": 1,
  "e_above_lowest_ev": 0.837,
  "elements": ["H", "Br", "P", "H", "H", "Br", "Cl", "C"],
  "xyz": [[1.651, 0.754, -0.467], [-1.649, -1.571, -0.768], [-0.744, 0.209, 0.108], [1.582, -0.428, 0.629], [1.189, -0.920, -0.885], [-1.731, 1.946, -0.693], [-1.336, 0.140, 2.299], [1.039, -0.131, -0.223]],
  "forces_ev_per_a": [[-0.788, 0.018, -0.509], [0.070, 0.789, 0.457], [-0.923, -1.483, 2.062], [-0.044, -0.591, 1.872], [-0.393, -1.107, -1.623], [0.755, -0.557, 0.331], [1.207, 0.203, -3.418], [0.116, 2.729, 0.827]],
  "nbo_charge": [0.303, 0.035, 1.046, 0.306, 0.293, 0.106, -0.122, -0.968]
}

=====

# 10
{
  "formula": "CH3Br2IOSi",
  "method": "ωB97M-V/def2-TZVPD",
  "homo_ha": -0.36677,
  "smiles": "CO[Si](Br)(Br)I",
  "multiplicity": 1,
  "molar_mass_da": 345.83,
  "gap_ev": 9.58,
  "e_above_lowest_ev": 0.339,
  "elements": ["Br", "C", "H", "O", "H", "H", "Si", "Br", "I"],
  "xyz": [[-1.286, 0.610, -2.289], [1.518, -0.152, 0.206], [1.806, -0.538, -0.861], [0.120, -0.426, 0.437], [1.506, 1.002, 0.373], [2.254, -0.492, 0.951], [-1.255, 0.013, -0.108], [-1.790, 1.875, 1.226], [-2.874, -1.891, 0.063]],
  "forces_ev_per_a": [[0.147, -0.109, 0.890], [-0.262, 2.489, -1.347], [-0.460, 1.075, 2.043], [2.741, -1.883, 0.893], [0.811, -1.796, -1.080], [-1.032, -0.676, -0.041], [-2.719, 1.255, -0.404], [0.114, -1.281, -1.050], [0.661, 0.925, 0.096]],
  "nbo_charge": [-0.290, -0.250, 0.206, -0.983, 0.198, 0.210, 1.387, -0.319, -0.159]
}

=====

# 11
{
  "formula": "CH3Br2N",
  "method": "ωB97M-V/def2-TZVPD",
  "homo_ha": [-0.33831, -0.30499],
  "multiplicity": 1,
  "molar_mass_da": 188.85,
  "gap_ev": [8.31, 7.09],
  "e_above_lowest_ev": 3.851,
  "elements": ["H", "N", "Br", "H", "H", "Br", "C"],
  "xyz": [[-1.411, 1.121, 0.199], [2.413, -0.508, 0.612], [0.768, -0.770, -0.143], [-1.950, -0.561, 0.665], [-1.767, -0.118, -1.101], [3.474, 0.747, -0.155], [-1.526, 0.089, -0.077]],
  "forces_ev_per_a": [[0.093, 0.196, 0.023], [-0.084, -0.619, 0.796], [0.013, 0.109, -0.377], [-0.055, -0.169, 0.179], [-0.019, -0.060, -0.354], [0.147, 0.470, -0.470], [-0.095, 0.073, 0.203]],
  "nbo_charge": [0.192, -0.618, 0.381, 0.191, 0.190, 0.231, -0.567]
}

=====

# 12
{
  "formula": "CH3Br2NO2S",
  "method": "ωB97M-V/def2-TZVPD",
  "homo_ha": [-0.35317, -0.31327],
  "multiplicity": 1,
  "molar_mass_da": 252.92,
  "gap_ev": [8.92, 6.50],
  "e_above_lowest_ev": 2.679,
  "elements": ["Br", "H", "Br", "N", "H", "O", "S", "H", "C", "O"],
  "xyz": [[3.819, -0.996, 0.029], [-1.790, -0.127, -0.057], [1.702, 1.500, -0.273], [-1.531, -0.624, -0.838], [-1.594, -0.347, -1.824], [0.312, -2.404, -1.260], [-0.236, -1.538, -0.246], [2.275, -0.255, 1.688], [2.442, 0.085, 0.710], [-0.809, -2.118, 0.950]],
  "forces_ev_per_a": [[-0.323, 0.507, -0.264], [-1.417, 2.029, 1.314], [0.397, -0.524, 0.690], [1.795, -2.387, -2.087], [0.239, 0.257, 1.048], [-0.060, 0.376, -0.349], [-0.825, -0.535, -0.176], [-1.009, 0.546, 1.199], [0.799, -0.487, -1.712], [0.404, 0.217, 0.336]],
  "nbo_charge": [0.120, 0.400, 0.132, -1.033, 0.425, -0.863, 1.949, 0.207, -0.460, -0.877]
}

=====

Result set for energy: -24784.2236, -24784.3879, -41316.1607, -22735.8482, -33572.3934, -33574.2661, -39999.0425, -12439.0930, -162975.0502, -159200.1836, -142655.4406, -157587.0398 eV, one per record in the order listed.